{
  "formula": "C52H50BrIKN7O4Si",
  "method": "ωB97M-V/def2-TZVPD",
  "elements": ["K", "C", "O", "C", "N", "C", "C", "C", "C", "C", "C", "C", "C", "C", "C", "C", "C", "N", "C", "N", "C", "C", "O", "C", "C", "C", "C", "C", "C", "H", "H", "H", "H", "H", "H", "H", "H", "H", "H", "H", "H", "H", "H", "H", "H", "H", "H", "H", "Br", "C", "C", "C", "C", "C", "N", "C", "O", "O", "H", "H", "H", "I", "C", "C", "C", "C", "C", "C", "Si", "C", "C", "C", "C", "C", "C", "C", "C", "C", "C", "C", "C", "H", "H", "H", "H", "H", "H", "H", "H", "H", "H", "H", "H", "H", "H", "H", "C", "N", "C", "C", "N", "N", "C", "C", "H", "H", "H", "H", "H", "H", "H", "H", "H", "H", "H", "H", "H"],
  "positions_angstrom": [[-1.12, 0.61, -0.21], [-3.02, -2.42, -3.84], [-3.63, -2.69, -2.57], [-2.99, -1.89, -1.67], [-2.12, -1.09, -2.10], [-2.11, -1.20, -3.56], [-0.74, -1.31, -4.19], [0.42, -1.06, -3.49], [1.65, -1.13, -4.13], [1.73, -1.46, -5.47], [0.57, -1.71, -6.18], [-0.66, -1.63, -5.55], [-3.47, -2.03, -0.26], [-4.48, -2.93, 0.04], [-4.96, -2.96, 1.34], [-4.40, -2.12, 2.28], [-3.37, -1.28, 1.88], [-2.92, -1.22, 0.64], [-2.80, -0.30, 2.85], [-1.89, 0.55, 2.58], [-1.74, 1.39, 3.76], [-2.61, 0.67, 4.81], [-3.47, -0.17, 4.02], [-0.32, 1.54, 4.23], [-0.02, 2.54, 5.15], [1.27, 2.69, 5.64], [2.28, 1.84, 5.20], [1.98, 0.84, 4.29], [0.69, 0.68, 3.80], [-3.81, -2.22, -4.56], [-2.44, -3.29, -4.14], [-2.56, -0.28, -3.96], [0.37, -0.80, -2.44], [2.55, -0.92, -3.56], [2.69, -1.51, -5.96], [0.61, -1.96, -7.24], [-1.57, -1.81, -6.12], [-4.89, -3.56, -0.74], [-5.75, -3.65, 1.62], [-4.71, -2.12, 3.32], [-2.13, 2.38, 3.52], [-3.23, 1.33, 5.43], [-2.00, 0.02, 5.44], [-0.80, 3.21, 5.49], [1.49, 3.47, 6.36], [3.29, 1.95, 5.58], [2.77, 0.18, 3.94], [0.45, -0.12, 3.10], [-4.81, 1.98, 0.50], [-4.14, 2.59, -1.18], [-4.88, 3.52, -1.90], [-4.34, 3.95, -3.10], [-3.11, 3.46, -3.51], [-2.45, 2.54, -2.70], [-2.98, 2.11, -1.54], [-1.02, 2.07, -3.08], [-0.79, 2.00, -4.29], [-0.26, 1.89, -2.10], [-5.83, 3.88, -1.53], [-4.86, 4.68, -3.70], [-2.63, 3.76, -4.43], [-1.42, -2.98, 4.26], [5.32, -0.06, -1.31], [4.08, 0.55, -1.47], [2.93, -0.07, -1.00], [2.96, -1.32, -0.37], [4.23, -1.91, -0.23], [5.39, -1.30, -0.69], [1.31, -2.07, 0.35], [0.79, -3.39, -0.96], [1.54, -3.79, -2.07], [1.03, -4.66, -3.02], [-0.25, -5.19, -2.89], [-1.00, -4.84, -1.77], [-0.49, -3.96, -0.83], [2.03, -3.21, 1.72], [1.81, -4.58, 1.82], [2.21, -5.32, 2.92], [2.88, -4.71, 3.97], [3.13, -3.34, 3.90], [2.70, -2.62, 2.80], [6.22, 0.43, -1.67], [4.00, 1.51, -1.97], [1.97, 0.43, -1.14], [4.30, -2.88, 0.26], [6.35, -1.78, -0.56], [2.54, -3.39, -2.20], [1.64, -4.93, -3.89], [-0.65, -5.86, -3.64], [-2.00, -5.24, -1.65], [-1.09, -3.69, 0.04], [1.29, -5.09, 1.01], [2.00, -6.38, 2.97], [3.18, -5.28, 4.84], [3.63, -2.84, 4.72], [2.89, -1.55, 2.77], [2.58, 5.44, 1.80], [2.30, 4.25, 1.01], [3.11, 3.11, 1.40], [0.93, 3.98, 0.83], [0.31, 2.95, 1.26], [0.24, 4.98, 0.14], [0.88, 5.49, -1.07], [-1.17, 4.72, -0.08], [2.40, 5.26, 2.87], [1.95, 6.26, 1.47], [3.63, 5.72, 1.67], [4.16, 3.37, 1.26], [2.88, 2.25, 0.78], [2.96, 2.83, 2.46], [0.89, 2.35, 1.84], [1.95, 5.58, -0.93], [0.47, 6.48, -1.30], [0.70, 4.83, -1.92], [-1.32, 3.97, -0.85], [-1.66, 5.65, -0.37], [-1.62, 4.35, 0.84]],
  "lowdin_charge": [0.525, -0.085, -0.016, -0.315, 0.151, -0.222, -0.171, -0.018, -0.057, -0.096, -0.102, -0.051, -0.188, 0.005, -0.041, -0.036, -0.258, 0.145, -0.446, 0.137, -0.257, -0.108, -0.071, -0.194, -0.051, -0.108, -0.114, -0.078, -0.027, 0.120, 0.116, 0.148, 0.082, 0.096, 0.091, 0.088, 0.108, 0.111, 0.104, 0.107, 0.145, 0.120, 0.092, 0.108, 0.089, 0.092, 0.088, 0.087, 0.754, -0.728, -0.127, -0.073, -0.012, -0.187, 0.050, -0.682, -0.008, -0.154, 0.088, 0.100, 0.112, -0.317, -0.130, -0.120, -0.150, -0.306, -0.112, -0.116, 0.738, -0.322, -0.111, -0.109, -0.129, -0.112, -0.132, -0.330, -0.109, -0.116, -0.131, -0.114, -0.144, 0.082, 0.098, 0.075, 0.096, 0.085, 0.091, 0.090, 0.083, 0.094, 0.093, 0.087, 0.087, 0.082, 0.088, 0.070, -0.084, -0.183, -0.063, -0.447, 0.193, -0.164, -0.066, -0.071, 0.086, 0.075, 0.078, 0.086, 0.082, 0.075, 0.034, 0.073, 0.077, 0.092, 0.064, 0.083, 0.080],
  "relative_energy_kcal_mol": 4.2,
  "total_energy_ha": -6457.11489,
  "spin_multiplicity": 1,
  "charge": -2
}